Record 1
Formula: C3H10N2O2
Source: the OMol25 dataset
Level of theory: the ωB97M-V functional and the def2-TZVPD basis

Structure (XYZ):
```
17
Properties=species:S:1:pos:R:3:forces:R:3
N -1.04655 -1.34025 0.74983 -1.07 1.22 -0.11
C 0.07848 -0.72889 1.43576 -0.55 -0.23 -1.52
C 1.04549 -0.11876 0.42413 3.03 -0.57 0.49
N 0.74858 0.59835 -0.71306 -1.52 -0.83 2.11
C 1.77482 0.74087 -1.69327 0.86 1.02 -0.61
O 2.22920 -0.35506 0.68244 -0.24 0.42 -0.04
H -1.93643 -0.94160 0.99689 0.03 -0.34 0.21
H -1.11686 -2.30468 0.50148 0.59 -0.34 0.39
H -0.20960 0.07041 2.10760 -0.51 0.04 0.15
H 0.64623 -1.45702 2.00581 0.26 0.11 -0.05
H -0.21471 0.41615 -0.93680 -0.08 0.39 -0.71
H 2.62978 0.16995 -1.32469 -0.21 -0.56 -0.66
H 1.36973 0.52750 -2.68405 0.36 -0.49 0.08
H 2.23089 1.75043 -1.78750 -0.76 -0.12 0.38
H -3.18165 1.58115 0.03913 0.01 0.42 1.08
H -2.45817 0.43497 -0.30082 0.70 -0.86 0.18
O -2.58922 0.95647 0.49712 -0.90 0.71 -1.35
```
Positions in Å, forces in eV/Å.

Output
Maximum force (eV/A): 3.12
Highest occupied orbital energy (eV): -8.91
Gap between HOMO and LUMO (eV): 9.395
Structure (SMILES): CNC(=O)CN.O
Total energy (eV): -10347.9074
Spin multiplicity: 1

Here are the Mulliken charges for atoms 1 to 5, given in e: -0.48, -0.25, 0.43, -0.16, -0.87


Record 2
Formula: C3H10N2O2
Source: the OMol25 dataset
Level of theory: the ωB97M-V functional and the def2-TZVPD basis

Structure (XYZ):
```
17
Properties=species:S:1:pos:R:3:forces:R:3
N -0.50440 2.43504 0.34487 3.16 0.17 0.41
C -1.21401 1.39343 -0.30217 -1.57 -1.22 0.75
C -0.69846 0.02599 0.16593 0.54 0.43 -1.57
N 0.05448 0.14313 1.36023 -2.23 -0.88 -3.54
C 0.83198 -0.96176 1.77387 4.96 3.42 3.05
O -0.92958 -0.91484 -0.61511 1.27 0.49 2.36
H -1.09451 3.21108 0.39051 -0.01 1.92 0.07
H 0.58551 2.58723 0.16851 -3.71 -0.33 0.07
H -1.33958 1.47229 -1.40115 0.38 -0.49 0.51
H -2.28337 1.34238 0.12344 1.24 0.57 -0.63
H -0.18683 1.02451 1.79183 0.84 -0.06 0.44
H 0.31053 -1.79312 1.75534 -2.44 -4.30 -0.64
H 1.07871 -0.85195 2.92817 -0.21 -0.01 -2.33
H 1.86427 -1.07692 1.21049 -2.07 0.29 0.98
H 1.08845 -1.48898 -2.05669 0.57 -0.53 -1.70
H 2.21511 -2.18992 -1.64459 0.93 -0.64 -0.39
O 1.85384 -1.96390 -2.51330 -1.64 1.16 2.15
```
Positions in Å, forces in eV/Å.

Output
Maximum force (eV/A): 6.76
Highest occupied orbital energy (eV): -9.59
Gap between HOMO and LUMO (eV): 10.230
Structure (SMILES): CNC(=O)CN.O
Total energy (eV): -10347.0570
Spin multiplicity: 1

Here are the Mulliken charges for atoms 1 to 5, given in e: -0.55, -0.29, 0.30, -0.11, -0.85


Record 3
Formula: C3H10N2O2
Source: the OMol25 dataset
Level of theory: the ωB97M-V functional and the def2-TZVPD basis

Structure (XYZ):
```
17
Properties=species:S:1:pos:R:3:forces:R:3
O 1.07744 1.75631 0.07151 0.94 0.05 -0.74
C 0.34043 1.31954 0.93557 -0.46 -0.27 1.51
C -1.12573 1.19568 0.59036 0.11 -0.18 0.00
N -1.04223 0.72524 -0.79519 -0.47 -0.75 -0.55
H 0.57674 1.33285 1.99650 0.14 0.24 0.16
H -1.59852 0.46184 1.22227 -0.20 -0.14 0.07
H -1.63219 2.15805 0.62966 -0.01 0.14 0.05
H -1.92906 0.77100 -1.29999 0.32 -0.12 0.12
H -0.33507 1.32929 -1.23886 -0.02 -0.09 0.04
H -0.56039 -0.34184 -0.79887 -0.25 0.50 -0.50
N 0.31009 -1.61622 -0.91247 0.02 0.17 0.05
C 1.18685 -1.28107 0.29558 0.11 -0.38 -0.11
O 0.43869 -0.72859 1.24955 -0.07 0.62 -0.27
H 0.87527 -1.78379 -1.74714 -0.21 0.00 0.19
H -0.23429 -2.45429 -0.71586 0.17 0.11 -0.01
H 1.66507 -2.21803 0.62872 0.05 0.04 -0.02
H 1.98689 -0.62599 -0.11136 -0.17 0.04 0.00
```
Positions in Å, forces in eV/Å.

Output
Maximum force (eV/A): 1.60
Highest occupied orbital energy (eV): -8.08
Gap between HOMO and LUMO (eV): 8.718
Total energy (eV): -10346.5774
Spin multiplicity: 1

Here are the Mulliken charges for atoms 1 to 5, given in e: -0.62, 0.18, -0.62, -0.35, 0.37


- Which of these has the highest highest occupied orbital energy?
  number 3


- Which value of highest occupied orbital energy does entry 3 give?
  -8.08 eV